Record 1
DFT (the ωB97M-V functional and the def2-TZVPD basis) results for a molecular structure, C4H5O2Rb at a distorted geometry.

Geometry as XYZ:
```
12
Properties=species:S:1:pos:R:3:mulliken_charge:R:1
H -1.63853 -0.88283 -0.95800 0.273
C -0.78134 -0.12374 -1.10796 -0.910
C -1.51543 0.96202 -0.91436 0.680
O -1.98994 1.89466 -0.37680 -0.405
Rb -4.40810 4.89631 -0.19074 0.991
H -0.27162 -0.24885 -2.06517 0.398
O 2.97102 -0.31044 0.41050 -0.241
C 1.94959 -0.90672 0.71471 0.643
C 1.14006 -1.71877 1.31583 -0.504
H 2.85063 0.57960 0.00855 0.448
H 0.71436 -1.42934 2.28395 0.304
H 0.97929 -2.71191 0.87947 0.325
```

- gap between HOMO and LUMO (eV) = 8.0
- net charge = +2
- HOMO (eV) = -15.9



Record 2
DFT (the ωB97M-V functional and the def2-TZVPD basis) results for a molecular structure, C34H48I2MnN6O3P at a distorted geometry.

Geometry as XYZ:
```
95
Properties=species:S:1:pos:R:3:lowdin_spin:R:1
Mn 0.37498 -2.33928 -0.48604 3.756
C -1.25022 -2.72750 1.99120 0.001
N 0.14314 -2.90049 1.54251 -0.037
C 1.19027 -2.25837 2.35486 0.000
C 2.40337 -2.15619 1.47740 0.008
N 2.29251 -2.32341 0.16671 -0.006
C 3.55796 -2.18327 -0.36133 0.002
C 4.01995 -2.30338 -1.66878 0.001
C 5.36842 -2.11054 -1.87768 0.000
C 6.23953 -1.80438 -0.82730 0.000
C 5.79786 -1.69374 0.47796 0.000
C 4.44436 -1.89652 0.69680 0.000
N 3.67025 -1.88997 1.84232 0.005
C -2.11490 -2.88657 0.77405 0.009
N -1.56056 -2.97454 -0.42870 -0.002
C -2.59031 -3.19902 -1.32088 0.002
C -2.56943 -3.42749 -2.69232 0.001
C -3.78012 -3.65593 -3.31116 0.000
C -4.98085 -3.64723 -2.59646 0.001
C -5.01835 -3.41804 -1.23503 0.000
C -3.80286 -3.20521 -0.60254 0.000
N -3.45361 -3.00409 0.72034 0.005
H -1.37668 -1.72024 2.40568 0.000
H -1.52201 -3.46562 2.75836 -0.001
H 0.33574 -3.91019 1.53424 0.002
H 1.40187 -2.81688 3.27580 -0.001
H 0.86247 -1.24538 2.61872 0.000
H 3.35023 -2.54557 -2.48085 0.000
H 5.76951 -2.20782 -2.87452 0.000
H 7.28546 -1.65882 -1.04194 0.000
H 6.46875 -1.47452 1.29141 0.000
H 4.02064 -1.71622 2.77168 0.000
H -1.63875 -3.43001 -3.23888 0.000
H -3.80333 -3.84930 -4.37108 0.000
H -5.90047 -3.82627 -3.12915 0.000
H -5.94663 -3.42717 -0.68998 0.000
H -4.09998 -2.95213 1.49450 0.000
I 1.09062 -5.57953 -1.14351 0.037
I 1.35960 -4.84309 -3.69261 0.002
O 0.28787 -0.15527 0.17924 0.057
P 0.00056 1.31434 -0.03551 0.007
C -0.25961 2.09845 1.63065 0.003
C -1.43066 1.42876 2.34672 0.000
C -1.75706 2.17384 3.64878 0.000
C -0.48934 2.70140 4.33341 0.000
C 0.71476 1.84090 3.96977 0.000
C 1.01815 1.98441 2.47404 0.000
C -1.51898 1.49987 -1.11921 0.000
C -2.47000 2.67048 -0.80682 0.000
C -3.92193 2.21253 -0.66201 0.000
C -4.37446 1.40500 -1.87527 0.000
C -3.37787 0.28994 -2.24017 0.000
C -2.26826 0.17363 -1.19926 0.001
C 1.31281 2.06113 -1.12850 0.001
C 1.09709 3.55306 -1.37400 0.000
C 1.80657 4.43780 -0.35620 0.000
C 3.29442 4.11341 -0.31655 0.000
C 3.51270 2.66138 0.09543 0.000
C 2.76848 1.69622 -0.82521 0.000
H -0.50426 3.14995 1.46993 0.000
H -1.15732 0.39342 2.56726 0.000
H -2.31412 1.40439 1.70843 0.000
H -2.29275 1.49592 4.31550 0.000
H -2.42428 3.00862 3.43408 0.000
H -0.62871 2.71839 5.41283 0.000
H -0.29103 3.72551 4.01674 0.000
H 0.51310 0.79983 4.23244 0.000
H 1.58685 2.15864 4.54252 0.000
H 1.61296 1.13232 2.12867 0.000
H 1.61328 2.88690 2.33790 0.000
H -1.09270 1.66205 -2.11587 0.000
H -2.42816 3.39603 -1.62103 0.000
H -2.17134 3.18883 0.10361 0.000
H -4.55808 3.09095 -0.55784 0.000
H -4.04671 1.62022 0.24474 0.000
H -4.49009 2.08612 -2.71591 0.000
H -5.35332 0.97424 -1.66847 0.000
H -2.91873 0.50015 -3.20865 0.000
H -3.89233 -0.66884 -2.33106 0.000
H -1.56826 -0.61606 -1.50080 0.001
H -2.68155 -0.09910 -0.22731 0.000
H 1.05852 1.51654 -2.05411 0.000
H 0.02793 3.77482 -1.37522 0.000
H 1.48418 3.79418 -2.36628 0.000
H 1.36992 4.29932 0.63431 0.000
H 1.65926 5.48110 -0.63619 0.000
H 3.79898 4.77463 0.38823 0.000
H 3.72525 4.28611 -1.30381 0.000
H 3.19588 2.52707 1.12767 0.000
H 4.57785 2.42714 0.05452 0.000
H 2.80778 0.67915 -0.41977 0.000
H 3.29765 1.68113 -1.78146 0.000
O 1.12299 -1.48302 -4.27349 0.041
N 0.72485 -1.19563 -3.18141 0.020
O 0.65280 -2.05838 -2.24386 0.081
```

- gap between HOMO and LUMO (alpha / beta) (eV) = 6.2 / 7.3
- net charge = +2
- HOMO (alpha / beta) (eV) = -13.7 / -13.8
- relative energy (zero: lowest compared OMol25 entry of this formula, charge and spin) (kcal/mol) = 14.3
- multiplicity = 5



Record 3
DFT (the ωB97M-V functional and the def2-TZVPD basis) results for a gas-phase ion, CH2N5S (charge -1) at a distorted geometry.

Geometry as XYZ:
```
9
Properties=species:S:1:pos:R:3:mulliken_charge:R:1
C -0.69533 0.53573 0.01498 0.425
N -2.76238 0.23564 0.10470 -0.287
N -1.84649 1.14400 -0.04816 -0.367
N -0.93113 -0.74611 0.13178 0.286
N -2.25170 -0.95240 0.19596 -0.579
N 0.88568 0.95227 0.42945 -0.312
S 1.74568 -0.49292 0.10794 -0.623
H 1.09319 1.43750 -0.49593 0.264
H -0.01197 -1.40546 0.22864 0.194
```

- gap between HOMO and LUMO (eV) = 7.3
- net charge = -1
- HOMO (eV) = -3.3
- relative energy (zero: lowest compared OMol25 entry of this formula, charge and spin) (kcal/mol) = 35.5



Record 4
DFT (the ωB97M-V functional and the def2-TZVPD basis) results for a molecular structure, C26H37NO7P2PdSSi.

Geometry as XYZ:
```
76
Properties=species:S:1:pos:R:3:mulliken_charge:R:1
Pd 0.25475 0.74528 0.07998 -0.231
N 0.46084 -1.19276 -4.29381 -0.163
C -0.05063 -1.29840 -2.86728 0.478
C -0.85611 -2.57338 -2.71997 -1.849
P 1.54637 -1.35043 -1.91024 1.110
O 2.27792 -0.05646 -2.55107 -0.748
O 2.24795 -2.56559 -2.36665 -0.885
O 1.20493 -1.10894 -0.46590 -0.517
P -1.06042 0.20302 -2.49634 1.081
O -1.72034 0.44853 -3.97016 -0.661
O -0.07067 1.32149 -2.26041 -1.068
O -2.10738 -0.09842 -1.50407 -0.806
H 1.04870 -2.01192 -4.47995 0.382
H 1.06150 -0.36385 -4.34482 0.377
H -0.31030 -1.12122 -4.95743 0.384
H -0.23411 -3.44256 -2.94458 0.456
H -1.73686 -2.56516 -3.36793 0.491
H -1.20700 -2.64622 -1.69112 0.228
H 1.81289 0.76653 -2.30007 0.453
H -2.67995 0.37895 -3.91276 0.389
C -0.69994 4.85279 -2.37589 -1.192
C -1.04352 5.00070 -0.89698 -0.438
C -1.19095 3.64615 -0.20592 -0.725
S 0.38863 2.97562 0.36888 0.917
O 1.46245 3.48912 -0.50290 -0.701
C 0.52343 3.85873 1.93856 0.140
C 1.97416 3.99175 2.38189 -0.969
C 2.65985 2.65903 2.64593 -0.575
H -0.60284 5.82972 -2.85151 0.444
H -1.48498 4.29969 -2.89557 0.282
H 0.23269 4.30722 -2.50088 0.229
H -1.98706 5.53900 -0.78093 0.473
H -0.27876 5.59996 -0.39613 0.213
H -1.58820 2.89414 -0.88851 0.300
H -1.82365 3.67786 0.68315 0.371
H -0.09422 3.32855 2.66254 -0.572
H 0.08605 4.84103 1.74620 0.705
H 1.96779 4.60054 3.28980 0.428
H 2.52432 4.55041 1.62365 0.323
H 2.10978 2.06115 3.37470 0.019
H 3.66894 2.81012 3.02995 0.464
H 2.74171 2.07592 1.72874 0.142
C 3.77625 -1.88740 4.21114 -0.533
C 3.90094 -1.29558 2.96290 -0.774
C 2.78564 -0.76349 2.33101 -0.403
C 1.53113 -0.80935 2.93674 0.413
C 1.41892 -1.43505 4.18355 -0.095
C 2.53185 -1.96218 4.82208 -0.719
Si -0.02481 -0.16697 2.12949 1.195
C -1.10787 -1.63765 1.70627 0.795
C -0.48016 -2.80084 1.24409 -0.371
C -1.21783 -3.92442 0.90705 -0.801
C -2.60308 -3.90682 1.02303 -0.467
C -3.24078 -2.76626 1.48964 -0.808
C -2.49707 -1.64419 1.82721 -0.171
C -0.94609 1.04322 3.23786 0.559
C -0.47280 1.44705 4.48684 -0.220
C -1.12848 2.42910 5.22076 -0.736
C -2.27878 3.02087 4.71751 -0.739
C -2.77296 2.62413 3.48019 -1.093
C -2.10842 1.65124 2.74914 -0.291
H 4.64543 -2.30520 4.70329 0.384
H 4.86601 -1.25619 2.47391 0.418
H 2.88442 -0.33045 1.34360 0.264
H 0.44603 -1.52173 4.65718 0.461
H 2.42847 -2.43973 5.78831 0.417
H 0.59729 -2.82079 1.13995 0.352
H -0.71045 -4.81387 0.55443 0.430
H -3.18264 -4.78235 0.75831 0.386
H -4.31867 -2.74932 1.58946 0.420
H -3.01484 -0.76806 2.19705 0.313
H 0.43259 1.00449 4.88601 0.313
H -0.74046 2.73412 6.18442 0.443
H -2.78869 3.78664 5.28787 0.386
H -3.67142 3.08003 3.08204 0.451
H -2.48481 1.37527 1.76830 0.645
```

- gap between HOMO and LUMO (eV) = 8.3
- HOMO (eV) = -8.4
- relative energy (zero: lowest compared OMol25 entry of this formula, charge and spin) (kcal/mol) = 6.5



Record 5
DFT (the ωB97M-V functional and the def2-TZVPD basis) results for a gas-phase ion, C5H4N3O4 (charge -1) at a distorted geometry.

Geometry as XYZ:
```
16
Properties=species:S:1:pos:R:3:mulliken_charge:R:1
C 2.55671 0.44336 -0.49215 -0.550
C 2.57030 -0.64244 0.39881 -0.525
C 1.24019 0.76853 -0.70992 -0.259
C 1.26160 -0.93647 0.69288 -0.400
C -1.53353 0.98551 0.25874 0.650
N 0.47014 -0.07420 0.01439 0.671
N -0.90486 -0.13337 0.04750 -1.098
N -3.20677 -0.61988 -0.15886 1.154
O -2.97476 0.66452 0.22763 -0.354
O -3.41733 -1.41128 0.71361 -0.581
O -1.24546 2.13645 0.46603 -0.645
O -3.29868 -0.82342 -1.33470 -0.566
H 3.40918 0.92942 -0.92955 0.390
H 3.43812 -1.14960 0.77982 0.379
H 0.80236 1.54341 -1.30783 0.366
H 0.83277 -1.68052 1.33361 0.368
```

- gap between HOMO and LUMO (eV) = 8.3
- net charge = -1
- HOMO (eV) = -4.3
- relative energy (zero: lowest compared OMol25 entry of this formula, charge and spin) (kcal/mol) = 36.8



Record 6
DFT (the ωB97M-V functional and the def2-TZVPD basis) results for 5 unconnected molecules or ions with the total composition C38H84B2FN4O9.

Geometry as XYZ:
```
138
Properties=species:S:1:pos:R:3:mulliken_charge:R:1
C -5.47948 0.18702 -2.70111 -1.227
C -5.04671 -1.13980 -3.35572 0.557
C -5.74937 -2.38084 -2.78286 -1.133
B -5.03020 -3.18817 -1.47612 1.388
C -3.71103 -2.44346 -0.82082 -0.003
C -3.98104 -1.18064 0.02340 -0.410
C -2.99366 -0.04320 -0.07451 0.007
C -1.63265 -0.25563 -0.31189 -0.341
C -0.73680 0.80100 -0.35687 -0.581
C -1.17017 2.10739 -0.17703 -0.221
C -2.52321 2.33752 0.06473 -0.938
C -3.41254 1.27852 0.11440 -0.228
B -6.26391 -3.49216 -0.32260 0.011
C -6.97147 -4.90204 -0.09746 -1.247
O -6.81523 -2.45220 0.51020 -0.791
C -4.51199 -4.62577 -2.08990 -0.013
C -3.42514 -4.53241 -3.17571 -1.309
F -3.98820 -5.47924 -1.05060 -0.514
H -6.14871 0.00781 -1.85645 0.231
H -4.63477 0.77226 -2.33493 0.165
H -6.02232 0.81948 -3.40763 0.413
H -3.96231 -1.24962 -3.30011 -0.723
H -5.27779 -1.06327 -4.42552 0.706
H -5.84035 -3.11538 -3.59401 0.256
H -6.78770 -2.08653 -2.56665 0.514
H -3.23617 -3.18495 -0.16758 0.453
H -2.95397 -2.21876 -1.58388 -0.861
H -4.97999 -0.78612 -0.15693 0.063
H -3.98713 -1.47195 1.08154 0.400
H -1.27622 -1.26925 -0.44095 0.572
H 0.31597 0.61175 -0.53934 0.467
H -0.47722 2.93794 -0.21249 0.500
H -2.89380 3.34465 0.21000 0.390
H -4.46638 1.46163 0.29353 0.379
H -7.23176 -5.32735 -1.07135 0.302
H -7.89601 -4.80945 0.48401 0.291
H -6.29640 -5.60402 0.39906 0.315
H -7.29048 -1.87435 -0.09786 0.295
H -5.35440 -5.19612 -2.50124 0.376
H -2.49241 -4.91853 -2.75547 0.384
H -3.65755 -5.15499 -4.04338 0.261
H -3.24757 -3.50425 -3.48232 -0.130
C 4.41146 2.93999 4.41169 -0.694
O 4.78983 4.12469 3.74549 -0.401
C 5.79641 3.95944 2.75040 -0.609
C 5.23324 4.13996 1.35946 -0.112
N 4.35805 3.03724 0.99008 -0.288
C 3.61945 3.22064 -0.25334 -0.760
C 2.64315 4.38587 -0.35824 -0.669
O 1.50094 4.26295 0.46208 -0.334
C 1.65169 4.67161 1.80573 -0.642
H 3.78694 3.22948 5.25521 0.260
H 3.83685 2.25920 3.77387 0.281
H 5.28560 2.40012 4.79075 0.327
H 6.28491 2.98610 2.84700 0.394
H 6.54733 4.73278 2.92152 0.231
H 6.06810 4.17853 0.65499 0.349
H 4.73147 5.11780 1.33218 0.134
H 3.70206 2.86437 1.74040 0.083
H 3.05333 2.30419 -0.43686 0.451
H 4.34490 3.31482 -1.06931 0.356
H 2.26825 4.39897 -1.38489 0.446
H 3.12967 5.35442 -0.18266 0.365
H 2.34582 5.51277 1.89432 0.310
H 1.99615 3.85860 2.45175 0.212
H 0.66984 4.98425 2.16038 0.291
C -6.01741 -4.05627 3.42156 -0.275
O -6.26147 -3.00638 4.34497 -0.363
C -7.42486 -2.24378 4.05618 -0.690
C -8.49028 -2.46637 5.10840 -0.197
N -9.04037 -3.81240 5.04125 -0.258
C -9.89024 -4.19067 6.15981 -0.725
C -9.28712 -4.21524 7.56010 -0.461
O -8.33037 -5.23455 7.77012 -0.427
C -7.01665 -4.93468 7.33472 -0.512
H -5.00649 -4.42008 3.59972 0.315
H -6.71461 -4.89323 3.55328 0.289
H -6.08970 -3.69434 2.39730 -0.119
H -7.79251 -2.47359 3.05280 0.244
H -7.13925 -1.18769 4.07375 0.348
H -9.30266 -1.74881 4.94967 0.368
H -8.03584 -2.23794 6.08377 0.170
H -8.28255 -4.47667 4.95419 0.065
H -10.28070 -5.19120 5.95536 0.376
H -10.75071 -3.51174 6.17862 0.394
H -10.09900 -4.42368 8.26264 0.349
H -8.86287 -3.24245 7.83957 0.335
H -6.78743 -3.87241 7.45476 0.270
H -6.84922 -5.20995 6.29048 0.165
H -6.33082 -5.51516 7.95206 0.291
C 12.50070 3.48443 -1.83593 -0.705
O 12.46345 2.53698 -0.79060 -0.344
C 13.24777 2.86356 0.34740 -0.807
C 12.38380 3.20013 1.54187 -0.177
N 11.67426 4.45534 1.34973 -0.287
C 10.66985 4.76011 2.36180 -0.985
C 9.49340 3.80725 2.53175 -0.406
O 8.58894 3.79490 1.44617 -0.285
C 8.94026 2.95623 0.36175 -0.688
H 12.01747 3.02931 -2.69839 0.241
H 11.96833 4.40927 -1.58641 0.291
H 13.53047 3.74036 -2.10439 0.343
H 13.92550 3.69161 0.11738 0.408
H 13.85304 1.98613 0.59077 0.390
H 13.02873 3.29321 2.42155 0.358
H 11.71410 2.34633 1.71472 0.168
H 11.23559 4.45249 0.43816 0.108
H 10.26105 5.74694 2.13172 0.399
H 11.17716 4.84489 3.32883 0.432
H 8.91769 4.15696 3.39316 0.339
H 9.81621 2.78377 2.76066 0.400
H 9.46824 2.06136 0.70183 0.320
H 9.55747 3.47183 -0.38009 0.212
H 8.01305 2.65080 -0.12397 0.310
C 0.81805 -0.01833 -8.60081 -0.693
O 1.64065 -0.67594 -7.66344 -0.342
C 2.24904 0.17149 -6.69830 -0.813
C 1.65323 -0.01675 -5.32119 -0.166
N 0.29067 0.48210 -5.25422 -0.281
C -0.41957 0.17548 -4.01160 -0.863
C -0.65060 -1.28471 -3.65210 0.417
O -1.56530 -1.95244 -4.49730 -0.306
C -1.05061 -2.47677 -5.69662 -0.752
H 0.57085 -0.74293 -9.37499 0.240
H -0.11434 0.34916 -8.15880 0.289
H 1.33869 0.82715 -9.06330 0.337
H 2.16664 1.21816 -7.00928 0.420
H 3.31065 -0.09024 -6.66119 0.396
H 2.26451 0.54304 -4.60488 0.306
H 1.74059 -1.08170 -5.06319 0.193
H -0.23745 0.11070 -6.03312 0.186
H -1.39940 0.65528 -4.06545 0.353
H 0.11569 0.65315 -3.18568 0.307
H -1.10752 -1.30445 -2.66251 -0.528
H 0.28610 -1.85542 -3.58104 0.432
H -0.01206 -2.80498 -5.58232 0.364
H -1.10517 -1.76137 -6.52603 0.204
H -1.66393 -3.33993 -5.95876 0.310
```

- gap between HOMO and LUMO (eV) = 5.8
- net charge = -1
- HOMO (eV) = -4.0
- relative energy (zero: lowest compared OMol25 entry of this formula, charge and spin) (kcal/mol) = 0.0



Question: Number 3 is which compound?
Answer: CH2N5S